(P)
{"formula": "C7H12O2", "method": "wB97M-V/def2-TZVPD", "species": ["C", "C", "O", "C", "O", "C", "C", "C", "C", "H", "H", "H", "H", "H", "H", "H", "H", "H", "H", "H", "H"], "positions_angstrom": [[1.484, 1.937, -0.927], [1.370, 0.433, -0.944], [1.607, -0.273, -1.919], [1.325, -0.160, 0.407], [2.001, -0.480, 1.314], [-0.432, -0.501, 0.275], [-0.985, 0.439, 1.346], [-1.243, -0.368, -1.007], [-0.460, -1.953, 0.744], [1.317, 2.321, -1.931], [0.769, 2.404, -0.250], [2.486, 2.186, -0.575], [-0.967, 1.476, 1.012], [-2.024, 0.180, 1.563], [-0.433, 0.354, 2.282], [-1.322, 0.667, -1.336], [-2.257, -0.738, -0.838], [-0.831, -0.983, -1.805], [0.003, -2.585, -0.015], [-1.486, -2.276, 0.920], [0.077, -2.079, 1.683]], "mulliken_charge": [-1.1934, 0.9008, -0.5822, 0.3371, -0.4910, 1.5484, -1.6603, -1.7777, -1.7370, 0.3300, 0.3161, 0.3707, 0.3620, 0.4355, 0.3720, 0.3889, 0.4664, 0.4107, 0.4103, 0.4373, 0.3554], "smiles": "CC(=O)C(=O)C(C)(C)C", "gap_ev": 9.5, "homo_energy_ev": -8.735, "lumo_ev": 0.7429}

(Q)
{"formula": "C7H12O2", "method": "wB97M-V/def2-TZVPD", "species": ["C", "C", "C", "C", "C", "C", "C", "O", "O", "H", "H", "H", "H", "H", "H", "H", "H", "H", "H", "H", "H"], "positions_angstrom": [[1.582, -0.219, -0.316], [2.052, -0.450, 1.090], [-0.362, 2.270, -0.072], [-0.916, -1.758, -0.353], [-0.753, 0.858, -0.148], [-0.483, -0.357, -0.307], [-2.883, 0.675, -0.091], [1.935, -1.184, -1.249], [-3.558, -0.292, 0.163], [2.312, -1.960, -0.809], [1.862, 0.747, -0.727], [-3.409, 1.660, -0.282], [1.609, -1.359, 1.513], [1.791, 0.393, 1.732], [3.143, -0.586, 1.135], [-0.002, 2.632, -1.038], [-1.220, 2.883, 0.215], [0.416, 2.430, 0.679], [-1.983, -1.821, -0.592], [-0.401, -2.304, -1.147], [-0.732, -2.259, 0.602]], "mulliken_charge": [-0.0222, -1.1918, -1.3525, -1.3372, 0.1410, 0.9099, -0.0795, -0.5393, -0.4488, 0.3355, 0.3585, 0.2507, 0.3204, 0.2988, 0.4040, 0.3090, 0.3522, 0.2977, 0.3981, 0.3317, 0.2639], "gap_ev": 7.7, "homo_energy_ev": -6.884, "lumo_ev": 0.8006}

(R)
{"formula": "C7H12O2", "method": "wB97M-V/def2-TZVPD", "species": ["C", "C", "C", "C", "C", "C", "C", "O", "O", "H", "H", "H", "H", "H", "H", "H", "H", "H", "H", "H", "H"], "positions_angstrom": [[0.105, 1.195, 1.126], [0.937, -1.890, 0.668], [-1.889, -0.242, 0.943], [0.161, 0.967, -2.100], [1.047, -0.514, 0.079], [-0.739, 0.467, 0.276], [-0.404, 0.050, -1.053], [1.012, 2.131, 0.746], [2.095, 0.005, -0.282], [1.705, 1.670, 0.210], [-0.144, 1.248, 2.181], [-1.009, -0.771, -1.426], [1.450, -1.892, 1.632], [1.449, -2.593, 0.007], [-0.084, -2.229, 0.815], [-2.327, -1.028, 0.326], [-2.685, 0.488, 1.118], [-1.615, -0.679, 1.905], [0.041, 2.018, -1.834], [1.231, 0.804, -2.279], [-0.337, 0.795, -3.057]], "mulliken_charge": [-0.5051, -1.2988, -1.7201, -1.4398, 0.8259, 0.8622, 0.0125, -0.5691, -0.6777, 0.3930, 0.3987, 0.4556, 0.3365, 0.3558, 0.3025, 0.3853, 0.3842, 0.4349, 0.3460, 0.3154, 0.4021], "gap_ev": 8.4, "homo_energy_ev": -7.680, "lumo_ev": 0.6714}

(S)
{"formula": "C7H12O2", "method": "wB97M-V/def2-TZVPD", "species": ["C", "C", "C", "C", "C", "C", "C", "O", "O", "H", "H", "H", "H", "H", "H", "H", "H", "H", "H", "H", "H"], "positions_angstrom": [[-0.619, 0.707, -0.064], [-0.492, 0.071, 1.215], [0.373, 0.350, -1.217], [-1.162, -1.225, 1.460], [0.292, 0.700, 2.296], [1.594, -0.521, -1.056], [-0.284, 0.374, -2.568], [-1.889, 0.949, -0.114], [0.412, 1.605, -0.537], [-0.428, -1.954, 1.820], [-1.674, -1.584, 0.571], [-1.896, -1.111, 2.266], [1.125, 1.280, 1.898], [0.634, -0.004, 3.053], [-0.377, 1.429, 2.777], [2.383, -0.177, -1.732], [1.366, -1.557, -1.314], [1.979, -0.487, -0.037], [-0.345, -0.633, -2.984], [-1.290, 0.790, -2.480], [0.298, 0.999, -3.251]], "mulliken_charge": [0.5415, 0.7517, 1.2594, -1.4117, -1.2210, -1.4115, -1.3825, -0.7598, -0.6009, 0.3738, 0.3372, 0.3644, 0.3627, 0.3821, 0.3627, 0.3720, 0.3302, 0.3466, 0.3084, 0.3862, 0.3085], "gap_ev": [7.2, 7.2], "homo_energy_ev": [-8.081, -8.087], "lumo_ev": [-0.9170, -0.9148]}

Which one is most stable, and which one is least stable? (P) is the most stable of them, while (Q) is the least stable.

(P)
{"formula": "C5H10FN", "method": "wB97M-V/def2-TZVPD", "species": ["C", "C", "C", "F", "C", "C", "N", "H", "H", "H", "H", "H", "H", "H", "H", "H", "H"], "positions_angstrom": [[1.636, -0.820, -0.203], [0.239, -0.203, -0.099], [-0.760, -1.300, 0.095], [-2.085, -0.950, -0.106], [-0.016, 0.927, 0.952], [-0.801, 1.623, -0.194], [-0.122, 0.747, -1.148], [1.672, -1.691, -0.868], [2.249, -0.021, -0.561], [2.005, -1.121, 0.785], [-0.612, -1.680, 1.082], [-0.583, -2.182, -0.572], [-0.595, 0.683, 1.861], [0.879, 1.473, 1.252], [-0.537, 2.672, -0.277], [-1.870, 1.428, -0.094], [-0.698, 0.415, -1.906]], "mulliken_charge": [-1.6406, 1.4574, -0.8477, -0.3196, -0.8604, -0.4474, -0.6137, 0.3865, 0.4196, 0.3249, 0.4044, 0.3284, 0.2505, 0.3382, 0.3302, 0.2418, 0.2476], "smiles": "C[C@@]1(CF)CCN1", "gap_ev": 10.1, "homo_energy_ev": -9.000, "lumo_ev": 1.0663}

(Q)
{"formula": "C5H10FN", "method": "wB97M-V/def2-TZVPD", "species": ["C", "C", "C", "C", "C", "H", "H", "H", "H", "H", "H", "H", "H", "H", "H", "N", "F"], "positions_angstrom": [[1.450, -0.976, -0.244], [0.396, -0.019, -0.010], [-0.659, 0.258, -1.072], [-1.737, 0.359, 0.058], [-0.753, -0.321, 1.111], [1.303, -1.964, -1.192], [1.786, -1.618, 0.838], [2.499, -0.191, -0.740], [0.231, 1.752, 0.728], [2.100, 1.343, 0.584], [-0.814, -0.715, -1.638], [-0.566, 0.958, -1.994], [-1.849, 1.450, 0.374], [-0.893, -1.432, 1.196], [-0.560, 0.027, 2.141], [1.011, 1.301, 0.050], [-2.947, -0.211, -0.191]], "mulliken_charge": [-1.2746, 1.4248, -1.0281, 0.2988, -1.1084, 0.2518, 0.2362, 0.2862, 0.3184, 0.2776, 0.2738, 0.2429, 0.2478, 0.3651, 0.2777, -0.7652, -0.3249], "gap_ev": 10.2, "homo_energy_ev": -9.323, "lumo_ev": 0.8738}

Which one is most stable, and which one is least stable? (P) is the most stable of them, while (Q) is the least stable.